Entry 1:
# C9H20OSi

A single C9H20OSi molecule at a distorted geometry (ωB97M-V/def2-TZVPD, the Open Molecules 2025 dataset).

Element x y z (Å)
C 2.56 1.34 -3.36
C 1.38 0.36 -3.40
C 0.70 0.14 -2.01
C 0.08 1.40 -1.40
C -0.82 1.01 -0.19
C 0.00 0.31 0.81
O 1.21 0.26 0.84
Si -0.90 -0.67 2.11
C -2.78 -0.95 1.89
C -0.12 -2.37 2.00
C -0.51 -0.01 3.83
H 3.40 0.89 -2.83
H 2.86 1.50 -4.38
H 2.31 2.33 -2.97
H 1.74 -0.61 -3.82
H 0.64 0.69 -4.11
H -0.09 -0.64 -2.06
H 1.41 -0.32 -1.30
H 0.90 2.05 -1.09
H -0.50 1.93 -2.16
H -1.66 0.38 -0.46
H -1.28 1.91 0.26
H -3.12 -1.58 2.68
H -2.83 -1.53 0.97
H -3.41 -0.10 1.85
H -0.52 -3.06 2.72
H -0.37 -2.72 1.01
H 0.96 -2.37 2.13
H 0.41 -0.49 4.18
H -0.33 1.05 3.70
H -1.33 -0.12 4.54

The value obtained for the HOMO-LUMO gap is 9.65 eV. Its multiplicity is 1.


Entry 2:
# C9H21ClN3O3

4 unconnected molecules or ions with the total composition C9H21ClN3O3 (ωB97M-V/def2-TZVPD, the Open Molecules 2025 dataset).

Element x y z (Å)
Cl 0.58 -0.21 0.56
C 1.15 -3.81 -0.28
C -0.14 -4.14 0.44
O -0.45 -5.30 0.73
N -0.97 -3.09 0.66
C -2.20 -3.26 1.40
H 0.98 -3.04 -1.03
H 1.44 -4.71 -0.83
H 1.94 -3.53 0.41
H -0.54 -2.17 0.68
H -2.44 -2.33 1.91
H -2.11 -4.08 2.12
H -3.02 -3.54 0.73
C 2.64 3.04 0.38
C 1.81 3.57 1.52
O 1.83 4.76 1.84
N 1.12 2.63 2.20
C 0.43 2.94 3.42
H 3.25 3.86 0.00
H 2.01 2.66 -0.41
H 3.32 2.25 0.69
H 0.97 1.74 1.73
H -0.59 3.31 3.26
H 1.00 3.69 3.96
H 0.34 2.02 4.01
C -2.19 -0.79 -1.90
C -1.65 0.30 -2.79
O -2.30 0.78 -3.72
N -0.41 0.73 -2.47
C 0.16 1.93 -3.02
H -3.15 -1.14 -2.27
H -2.32 -0.44 -0.88
H -1.51 -1.65 -1.91
H 0.03 0.29 -1.67
H -0.57 2.73 -3.06
H 0.59 1.75 -4.01
H 0.98 2.26 -2.39

The value obtained for the HOMO-LUMO gap is 9.27 eV. Its multiplicity is 1. As for the net charge: -1.


Entry 3:
# C9H21INO5P2Ru

A molecular structure, C9H21INO5P2Ru at a distorted geometry (ωB97M-V/def2-TZVPD, the Open Molecules 2025 dataset).

Element x y z (Å)
C 0.00 -0.09 -6.25
C 0.01 0.67 -4.95
H 0.00 0.62 -7.08
H -0.90 -0.70 -6.31
H 0.89 -0.72 -6.32
O 0.02 1.86 -4.76
I -0.01 -0.54 -3.09
Ru 0.00 0.18 1.29
P 2.14 -0.12 0.74
C 3.09 1.15 1.61
C 2.65 -1.70 1.46
H 3.75 -1.71 1.48
H 3.77 -0.26 -1.00
H 2.27 -2.50 0.80
H 2.14 -0.82 -1.55
H 2.82 1.18 2.68
H 2.22 -1.82 2.47
C 2.69 -0.07 -0.96
H 4.16 0.90 1.51
H 2.46 0.92 -1.38
H 2.88 2.13 1.16
P -2.14 -0.08 0.74
C -3.07 1.21 1.62
C -2.70 -0.02 -0.96
H -2.32 -2.46 0.81
H -3.78 -1.64 1.50
H -2.24 -1.78 2.47
C -2.68 -1.65 1.46
H -2.16 -0.78 -1.55
H -3.78 -0.20 -0.99
H -4.14 0.98 1.52
H -2.84 2.18 1.16
H -2.45 0.96 -1.38
H -2.79 1.24 2.68
C 0.02 2.03 1.31
O 0.03 3.20 1.31
O 0.01 -1.29 5.14
N -0.01 -0.38 4.37
O -0.04 0.82 4.50
O 0.00 -0.90 2.75

The value obtained for the HOMO-LUMO gap (alpha / beta) is 5.55 / 3.44 eV. Its multiplicity is 6. As for the net charge: +2.


Entry 4:
# C9H21N2

2 unconnected molecules or ions with the total composition C9H21N2 at a distorted geometry (ωB97M-V/def2-TZVPD, the Open Molecules 2025 dataset).

Element x y z (Å)
C -2.14 -0.34 -0.34
C -0.50 -2.20 0.31
C 1.87 -1.57 0.58
C 0.20 -0.56 2.09
C 0.40 1.50 -2.13
C -0.55 2.01 0.11
C 1.84 1.48 0.00
C 0.45 -1.01 0.63
C 0.45 1.14 -0.59
N 0.22 -0.20 -0.49
N -2.94 -0.70 -1.31
H -2.75 -0.03 0.59
H -0.63 -3.09 1.03
H -1.43 -1.54 0.26
H -0.10 -2.58 -0.64
H 2.00 -2.25 1.50
H 2.48 -0.72 0.85
H 2.04 -2.09 -0.39
H 0.30 -1.41 2.73
H 1.04 0.06 2.52
H -0.89 -0.35 2.18
H -0.50 1.94 -2.41
H 1.15 2.18 -2.29
H 0.61 0.64 -2.64
H -1.47 1.50 -0.22
H -0.62 3.13 -0.29
H -0.38 1.95 1.27
H 1.85 1.53 1.17
H 2.61 0.90 -0.39
H 1.90 2.57 -0.24
H -3.93 -0.72 -1.26
H -2.55 -1.18 -2.19

The value obtained for the HOMO-LUMO gap (alpha / beta) is 7.95 / 7.96 eV. Its multiplicity is 1. As for the net charge: +1.


Entry 5:
# C9H21N2O3

A gas-phase ion, C9H21N2O3 (charge +1) at a distorted geometry (ωB97M-V/def2-TZVPD, the Open Molecules 2025 dataset).

Element x y z (Å)
N -0.90 2.28 3.01
C -1.79 2.01 1.88
N -1.59 0.59 1.45
C -2.83 -0.27 1.46
C -2.61 -1.46 0.46
C -1.20 -1.14 -0.15
C -0.64 0.27 0.33
C -0.59 1.21 -0.93
O 0.78 1.52 -1.13
C 1.38 0.48 -1.87
O 2.74 0.52 -1.58
C 3.41 -0.56 -2.21
C 3.65 -1.77 -1.26
O 2.79 -1.75 -0.13
H -1.33 3.01 3.57
H -0.02 2.60 2.62
H -2.82 2.08 2.27
H -1.72 2.74 1.07
H -1.10 0.21 2.26
H -3.80 0.23 1.50
H -2.78 -0.76 2.45
H -3.38 -1.34 -0.32
H -2.66 -2.43 0.97
H -0.41 -1.83 0.20
H -1.23 -1.32 -1.23
H 0.36 0.13 0.76
H -0.92 0.68 -1.84
H -1.20 2.12 -0.86
H 1.16 0.63 -2.94
H 1.01 -0.52 -1.57
H 4.39 -0.16 -2.52
H 2.90 -0.92 -3.12
H 3.43 -2.69 -1.84
H 4.72 -1.80 -0.98
H 2.79 -2.61 0.27

The value obtained for the HOMO-LUMO gap is 9.80 eV. Its multiplicity is 1. As for the net charge: +1.


Entry 6:
# C9H21N2Si

A gas-phase ion, C9H21N2Si (charge +1) at a distorted geometry (ωB97M-V/def2-TZVPD, the Open Molecules 2025 dataset).

Element x y z (Å)
C -0.85 2.00 -1.57
C -1.00 0.75 -0.76
N -0.23 0.14 0.07
Si 1.51 0.14 0.14
C 1.98 -0.12 1.93
C 2.22 1.82 -0.37
C 2.06 -1.13 -1.17
C -1.20 -0.90 0.99
C -1.40 -0.20 2.29
N -2.24 -1.03 0.08
C -2.01 -2.01 -0.99
C -2.41 0.29 -0.49
H -1.71 2.26 -2.01
H 0.06 1.98 -2.10
H -0.50 2.87 -1.04
H 3.02 -0.10 2.01
H 1.48 0.49 2.55
H 1.78 -1.01 2.33
H 1.80 2.65 -0.01
H 3.16 1.97 -0.04
H 2.32 1.96 -1.45
H 2.17 -0.74 -2.07
H 3.06 -1.45 -1.02
H 1.53 -2.06 -1.07
H -0.58 -1.83 0.96
H -2.18 0.68 2.14
H -0.34 0.05 2.59
H -1.92 -0.91 2.90
H -1.42 -2.81 -0.44
H -3.00 -2.54 -1.33
H -1.53 -1.74 -1.88
H -2.82 1.15 0.21
H -2.99 0.19 -1.36

The value obtained for the HOMO-LUMO gap is 9.91 eV. Its multiplicity is 1. As for the net charge: +1.


Entry 7:
# C9H21N3O4

2 unconnected molecules or ions with the total composition C9H21N3O4 at a distorted geometry (ωB97M-V/def2-TZVPD, the Open Molecules 2025 dataset).

Element x y z (Å)
N -2.32 2.12 -0.43
C -3.39 1.22 -0.86
C -3.59 0.07 0.13
C -2.54 -1.04 0.07
C -1.15 -0.62 0.55
C -0.12 -1.76 0.55
N 1.09 -1.48 1.35
C 0.33 -2.16 -0.86
O -0.40 -2.17 -1.83
O 1.61 -2.55 -0.93
H -2.61 2.62 0.40
H -2.16 2.83 -1.14
H -4.35 1.74 -1.00
H -3.11 0.80 -1.83
H -4.57 -0.38 -0.07
H -3.65 0.48 1.15
H -2.46 -1.43 -0.95
H -2.88 -1.88 0.70
H -0.78 0.21 -0.06
H -1.22 -0.24 1.58
H -0.58 -2.66 0.98
H 0.92 -1.65 2.33
H 1.33 -0.50 1.27
H 1.97 -2.40 -0.03
C 3.46 0.19 0.94
C 2.58 0.36 -0.30
N 3.36 0.18 -1.51
C 1.88 1.72 -0.25
O 2.06 2.62 -1.02
O 1.02 1.81 0.79
H 3.95 -0.79 0.89
H 2.88 0.26 1.86
H 4.24 0.96 0.96
H 1.79 -0.40 -0.27
H 2.75 0.28 -2.32
H 4.02 0.95 -1.58
H 0.64 2.70 0.75

The value obtained for the HOMO-LUMO gap is 10.01 eV. Its multiplicity is 1.


ΔE to the lowest compared entry with this formula, charge and spin
In order: 27.2, 1.1, 64.8, 607.9, 253.5, 183.4, 0.0
Unit: kJ/mol